1.
The following is a quantum chemistry calculation of the molecule C4H9NO, from the OMol25 dataset.

Each line ends with the natural charge from an NBO analysis.
CARTESIAN COORDINATES (ANGSTROEM)
1 H 1.99372 -1.54926 -2.07253  0.192
2 C -1.21813 0.31676 0.31208  -0.496
3 H 2.48435 0.16569 -2.11366  0.195
4 O 0.82749 -0.74132 1.02431  -0.630
5 H -1.31694 1.23759 -0.27662  0.208
6 N 0.65015 -0.18535 -1.16678  -0.618
7 H -1.94565 -0.39405 -0.10166  0.223
8 H -2.49081 1.05518 1.90504  0.206
9 C -1.51132 0.58227 1.78278  -0.599
10 C 1.98876 -0.60545 -1.51598  -0.422
11 H -1.49401 -0.34836 2.35461  0.223
12 C 0.17874 -0.25743 0.11133  0.675
13 H 2.53483 -0.75330 -0.58388  0.239
14 H -0.75187 1.24058 2.21416  0.215
15 H 0.07069 0.23644 -1.87321  0.389

Properties
E_HOMO	-9.630	eV
relative energy (zero: lowest compared OMol25 entry of this formula, charge and spin)	26.52	kJ/mol
gap between HOMO and LUMO	10.530	eV
LUMO energy	0.033	Ha
DFT total energy	-7832.0451	eV

***

2.
The following is a quantum chemistry calculation of a structure of composition C32H34MoN5O2Si in a non-equilibrium geometry, from the OMol25 dataset.

Each line ends with the Mulliken spin population.
CARTESIAN COORDINATES (ANGSTROEM)
1 H 3.54626 -2.72491 -1.12968  0.001
2 C -0.55714 1.95139 -0.88918  0.004
3 H -0.89644 -5.14081 -3.52428  0.000
4 O 3.21946 1.82309 2.37632  0.009
5 C -2.96364 -3.62571 -1.32748  -0.001
6 H 6.07196 0.29359 -2.78698  0.000
7 Mo -0.07834 0.11339 0.55802  1.962
8 H 2.49316 0.82089 4.92282  0.001
9 N -1.42744 -1.28891 1.20422  -0.083
10 H 2.03116 -0.36121 -3.59998  0.000
11 C 2.70546 1.71899 0.08122  0.011
12 H -0.81124 4.07389 -1.02118  -0.001
13 H -3.26884 -1.33051 0.21222  -0.023
14 H 4.81756 2.01959 -1.57998  0.000
15 C 5.23526 0.00879 -2.16888  0.002
16 C -0.28394 -3.71641 -2.04968  0.033
17 N -0.05324 0.80889 -1.44598  -0.019
18 N 0.30246 -0.17671 2.54712  -0.041
19 H 0.83616 -1.26191 -2.63638  -0.007
20 C -3.16224 1.59089 2.37582  0.006
21 Si -2.85864 2.30419 0.63882  0.013
22 H 4.67516 2.27409 0.98952  0.001
23 C 1.36576 0.42959 3.14772  0.069
24 H -4.09304 1.98799 2.77102  0.000
25 H -3.71754 4.54219 1.20392  0.000
26 N 1.68226 1.09909 0.92382  -0.019
27 H -3.27954 -5.04411 -2.89158  0.000
28 C 2.12726 1.15329 2.16382  -0.010
29 O -2.34624 -2.47981 2.86772  0.023
30 H -3.24724 0.50769 2.40662  -0.003
31 C 0.98806 -0.40561 -3.28898  0.013
32 C -1.46744 -1.60791 2.48542  0.028
33 H -1.99264 4.67239 0.98572  0.000
34 C 0.74656 2.09019 -3.27928  -0.004
35 H -3.82254 2.05429 -1.67998  0.000
36 H 5.46576 -2.09021 -2.52798  0.000
37 C -3.05774 -2.92991 1.71062  0.001
38 C -0.27674 -1.13571 4.68982  0.007
39 H 0.75986 -3.76201 -2.32508  0.001
40 H -2.84104 -3.99711 1.57682  0.001
41 H 2.25646 2.44869 -0.60618  -0.001
42 C 0.77706 -0.45411 5.29512  0.033
43 C 3.08146 -0.70731 -0.58538  0.036
44 N -1.19114 1.63949 0.29232  -0.112
45 C -0.39824 3.19289 -1.47998  -0.026
46 H -4.00664 -3.58501 -1.05638  0.000
47 H 0.40076 -0.54901 -4.19768  0.001
48 C 1.62976 0.31809 4.51182  -0.007
49 H -0.91714 -1.79461 5.25822  0.002
50 C 4.51916 0.98569 -1.49768  0.001
51 C -1.21524 -4.49531 -2.72178  0.000
52 C -3.72044 1.40009 -0.81668  -0.005
53 H -3.15634 0.52189 -1.15068  0.003
54 C -2.50564 -2.04661 0.55212  0.028
55 C 3.80776 -1.68541 -1.24468  0.024
56 H 3.40006 3.50229 1.21212  0.001
57 H 0.37516 4.20089 -3.20238  0.000
58 C -0.48414 -0.97151 3.32442  0.078
59 H 0.06196 -2.32061 -0.42558  -0.035
60 C -2.55484 -4.44091 -2.36838  0.003
61 H 0.94686 -0.54811 6.35612  -0.001
62 H 2.22346 -1.01131 0.05742  -0.032
63 C 0.26436 3.25179 -2.70338  0.015
64 C -0.69164 -2.90891 -0.99878  0.027
65 H -3.07374 4.58419 -0.41098  0.000
66 C 4.89016 -1.32591 -2.03308  0.000
67 H -4.12704 -2.80571 1.89322  0.002
68 C -2.88834 4.19909 0.59012  0.000
69 C 3.60266 2.42769 1.13472  0.001
70 C 3.43796 0.63219 -0.69458  -0.010
71 H 1.24746 2.11549 -4.23268  0.001
72 H -4.72234 1.08679 -0.53958  0.000
73 C 0.56996 0.86039 -2.63558  -0.005
74 H -2.37664 1.88879 3.06632  -0.001
75 C -2.02964 -2.86491 -0.62828  0.007

Properties
E_HOMO (alpha / beta)	-16.799 / -16.797	eV
gap between HOMO and LUMO (alpha / beta)	6.058 / 5.808	eV
spin multiplicity	3
LUMO energy (alpha / beta)	-0.395 / -0.404	Ha
charge	+3
DFT total energy	-54991.5755	eV

***

3.
The following is a quantum chemistry calculation of the molecule C19H31N3O3S, from the OMol25 dataset.

Each line ends with the natural charge from an NBO analysis.
CARTESIAN COORDINATES (ANGSTROEM)
1 H -1.35474 1.23821 -1.40722  0.200
2 H 2.74627 -0.17179 0.09532  0.236
3 C -1.49109 3.98085 -0.42086  -0.322
4 C -1.83017 0.07941 1.28176  -0.429
5 C -1.68131 5.88155 1.04113  -0.269
6 H 3.55992 -1.74977 0.16814  0.189
7 H -2.68762 2.21135 -2.07360  0.204
8 H -1.45411 -0.35014 0.35020  0.208
9 H -3.01413 5.62616 2.69625  0.210
10 H 3.31143 -0.89233 2.45941  0.238
11 H -2.98641 0.56307 -1.51188  0.206
12 H -0.82113 0.89526 3.03311  0.231
13 H 2.21081 -2.12780 -4.92173  0.215
14 H 2.98897 -1.77532 -2.48634  0.226
15 H 2.14400 -3.77815 -0.31509  0.172
16 C 1.54610 -2.19037 -4.05603  -0.409
17 C 2.43339 -1.29899 1.94685  -0.307
18 C 2.64039 -1.20293 0.43407  -0.239
19 N 1.50136 -1.78288 -0.23482  -0.707
20 C -2.42087 1.47353 -1.31610  -0.421
21 C -0.70294 0.87976 1.94805  -0.237
22 H -0.44214 5.81202 -0.70087  0.207
23 H 0.39237 -3.47805 -0.50699  0.236
24 S 0.90634 -1.06666 -1.58834  2.327
25 H -3.65249 3.36557 2.10655  0.208
26 H 1.04833 -4.24357 -4.47758  0.219
27 C 1.09995 -3.38196 1.54212  -0.409
28 N 0.58445 0.29084 1.64922  -0.624
29 H 0.83178 0.33118 0.67111  0.421
30 H 2.07959 -2.85610 3.38851  0.246
31 O -0.35055 -1.68200 -1.89177  -0.942
32 O 0.90364 0.34848 -1.31218  -0.973
33 N -2.79809 1.97424 -0.01238  -0.459
34 C -3.05796 0.95045 0.97271  -0.197
35 C -2.93206 3.87759 1.48730  -0.296
36 H -3.85889 0.30636 0.59127  0.196
37 O 0.86088 -0.70909 3.64894  -0.650
38 H -2.13257 -0.74492 1.92973  0.211
39 C 1.20578 -0.54663 2.49357  0.681
40 H 1.01076 -4.44779 1.75583  0.218
41 H 0.17841 -2.88902 1.85292  0.217
42 C -2.39265 3.24397 0.35880  0.271
43 C -1.14626 5.27467 -0.08099  -0.172
44 H 3.19154 -3.32166 2.08737  0.196
45 H 0.64758 -3.72132 -2.84345  0.220
46 H 2.33171 -4.05400 -3.28320  0.197
47 C 1.38630 -3.64541 -3.63530  -0.613
48 H 0.57271 -1.79104 -4.34358  0.225
49 H -1.03293 3.53406 -1.28793  0.216
50 H 2.34742 -0.32487 -3.28670  0.254
51 H -0.69821 1.90610 1.57248  0.209
52 C -2.57728 5.16818 1.82011  -0.185
53 C 2.27076 -2.78023 2.31808  -0.398
54 H -3.40702 1.40967 1.89624  0.202
55 C 2.11017 -1.32829 -2.94478  -0.644
56 H -1.40773 6.89203 1.30435  0.210
57 C 1.28823 -3.18144 0.03825  -0.223

Properties
E_HOMO	-7.343	eV
relative energy (zero: lowest compared OMol25 entry of this formula, charge and spin)	36.45	kJ/mol
gap between HOMO and LUMO	7.735	eV
LUMO energy	0.014	Ha
DFT total energy	-41654.7346	eV

***

4.
The following is a quantum chemistry calculation of the molecule C5H9NO2 in a non-equilibrium geometry, from the OMol25 dataset.

Each line ends with the natural charge from an NBO analysis.
CARTESIAN COORDINATES (ANGSTROEM)
1 H 1.14572 -1.67580 1.49361  0.211
2 N 0.23013 -1.45863 -0.34939  -0.592
3 H 0.03142 -1.93201 -1.21510  0.392
4 O 1.07358 2.92165 0.93483  -0.576
5 H -2.31938 -0.35389 -0.84414  0.227
6 H -1.60698 1.24998 -1.08393  0.235
7 C -1.43095 0.16496 -1.12188  -0.672
8 H 2.37511 -1.48620 0.21405  0.193
9 H -1.20547 -0.12812 -2.18593  0.228
10 H 1.42252 0.45181 0.97561  0.236
11 H 1.42775 -3.01926 0.30452  0.208
12 C -0.22636 -0.16931 -0.22752  0.268
13 C 1.34960 -1.89117 0.47231  -0.419
14 C 0.44877 0.71149 0.56371  -0.486
15 O -1.10427 2.62475 0.65159  -0.690
16 H -1.78664 1.85420 0.64511  0.479
17 C 0.17545 2.13553 0.77254  0.756

Properties
E_HOMO	-8.653	eV
relative energy (zero: lowest compared OMol25 entry of this formula, charge and spin)	95.93	kJ/mol
gap between HOMO and LUMO	9.231	eV
LUMO energy	0.021	Ha
DFT total energy	-10915.5814	eV

***

5.
The following is a quantum chemistry calculation of a structure of composition C36H32AsBInN8O6 in a non-equilibrium geometry, from the OMol25 dataset.

Each line ends with the Mulliken charge.
CARTESIAN COORDINATES (ANGSTROEM)
1 C -3.44506 -2.69402 -1.91159  -0.352
2 C 1.06690 -2.46703 -5.56702  -0.693
3 C 0.57917 -4.40298 0.57060  -0.203
4 H 2.12104 1.10848 -2.42442  0.549
5 N 2.24115 0.68993 1.06955  0.162
6 H 1.62877 -4.51057 -5.85122  0.412
7 C 3.28011 3.20453 3.62303  0.403
8 O -1.71960 0.39734 0.08605  -0.767
9 O 5.02974 6.05400 4.36917  -0.527
10 N 4.43818 3.83577 3.87314  -0.188
11 H 0.52954 -5.28979 -3.78772  0.457
12 C 3.17565 -0.23537 1.23724  0.117
13 H 5.35627 4.53604 5.61088  0.325
14 H -0.65164 -3.67449 -2.33216  0.142
15 H 1.52603 2.54008 1.62722  0.480
16 N 0.08666 0.88319 3.58464  -0.341
17 C 4.38043 1.12203 2.77711  -0.177
18 C 4.58720 4.85598 4.90074  -0.426
19 H 5.20198 1.28598 3.45804  0.581
20 O -4.45476 1.22790 3.60175  -0.442
21 In 0.27763 -0.23947 -0.06874  2.198
22 H 3.76535 -0.28189 -4.12945  0.466
23 C 2.40685 0.06981 -2.42168  -0.223
24 H -1.20242 3.33354 -5.51071  0.435
25 C -4.70903 -3.17595 -2.22360  -0.831
26 H -0.13116 1.87150 -3.81653  0.377
27 C -0.23091 -1.99966 -3.60366  0.608
28 C 3.21968 -1.93293 -2.76504  -0.296
29 H -6.46211 -2.91423 -3.41684  0.406
30 N 2.44580 -1.96426 -1.68059  0.405
31 H 1.06945 0.81640 3.80690  0.155
32 H -5.62708 -0.91287 -4.55817  0.415
33 C -3.74659 -0.90581 -3.52153  0.406
34 H -5.09412 -4.05043 -1.72005  0.437
35 C -0.52399 -2.76227 1.50819  -0.170
36 C -2.96445 -1.57478 -2.56488  -0.077
37 C -0.16804 -3.34131 -3.24635  0.035
38 As -1.20140 -0.76943 -2.42872  1.051
39 H -4.71851 0.92256 -5.41917  0.412
40 C 2.32581 1.81909 1.75651  -0.788
41 N -0.37775 0.58189 2.37345  0.162
42 C 0.39564 -1.56163 -4.76220  -0.121
43 C -1.82161 0.55783 -3.69485  -0.352
44 O -3.51854 2.06110 5.41527  -0.487
45 O 2.23263 3.39683 4.20792  -0.665
46 N 1.07192 -3.25131 0.11888  0.189
47 C -3.12822 0.27531 -4.12779  0.744
48 H -2.66738 2.26261 5.82013  0.303
49 H -2.84542 -3.18488 -1.15105  0.413
50 C -0.89251 1.28129 4.40672  -0.553
51 H 3.03128 -1.16807 0.71433  0.086
52 H -1.18989 -2.11846 2.05514  0.551
53 C 3.37167 2.07369 2.63954  0.556
54 H -1.03512 -4.85184 2.01203  0.485
55 H 5.02178 -0.82950 2.14307  0.514
56 C -0.44830 -4.14304 1.46577  -1.434
57 C -1.73306 2.47766 -5.12137  -0.753
58 C -3.71620 1.11229 -5.06908  -0.578
59 H 3.72409 -2.81286 -3.10810  0.548
60 C 3.22910 -0.64404 -3.27719  -1.416
61 C 4.28049 -0.05195 2.05320  -1.310
62 C -1.13274 1.65519 -4.17897  -0.219
63 H 0.33998 -0.51366 -5.03925  0.415
64 C -2.47471 0.59590 1.13304  0.108
65 C -3.45798 1.49712 4.19470  0.403
66 H 3.29167 -3.09210 0.05003  -0.205
67 N 0.41603 -2.24412 0.70756  0.044
68 C 1.11059 -3.80703 -5.21887  -0.660
69 N 1.96421 -0.74401 -1.45952  -0.277
70 C -1.68783 0.77891 2.40445  -0.157
71 H 1.55528 -2.12758 -6.46813  0.465
72 C 0.49349 -4.24554 -4.05837  -0.766
73 H 4.32622 6.48086 3.86651  0.326
74 H -0.66969 1.56678 5.41620  0.340
75 H 0.97931 -5.34279 0.24735  0.506
76 H 5.23608 3.70512 3.26804  0.289
77 C -5.48029 -2.53457 -3.17866  -0.758
78 C -3.01789 2.20136 -5.56107  -0.836
79 H 3.61961 4.92945 5.40857  0.308
80 H 2.43302 -4.15413 -1.37843  -0.149
81 C -5.00881 -1.40336 -3.82285  -0.732
82 O -3.67111 0.63259 1.07172  -0.599
83 H -3.48067 2.84703 -6.29148  0.403
84 B 2.37845 -3.17495 -0.71695  0.064
85 C -2.08029 1.22063 3.69354  0.876

Properties
E_HOMO	-10.595	eV
gap between HOMO and LUMO	7.391	eV
LUMO energy	-0.118	Ha
charge	+1
DFT total energy	-128742.6027	eV

***

6.
The following is a quantum chemistry calculation of a structure of composition C2HClF2OS in a non-equilibrium geometry, from the OMol25 dataset.

Each line ends with the natural charge from an NBO analysis.
CARTESIAN COORDINATES (ANGSTROEM)
1 F -2.39116 -0.98658 -0.08621  -0.442
2 H -0.22069 0.21139 0.19146  0.277
3 F 2.11043 0.41333 -0.41068  -0.336
4 C 1.36052 -0.55944 -0.99809  0.794
5 Cl 1.41125 -1.86969 0.91390  -0.401
6 O 1.67825 -1.17378 -1.93132  -0.557
7 S -1.25145 -1.31631 -1.23552  1.017
8 C -0.05966 -0.40738 -0.61026  -0.352

Properties
E_HOMO (alpha / beta)	-10.288 / -10.287	eV
relative energy (zero: lowest compared OMol25 entry of this formula, charge and spin)	233.58	kJ/mol
gap between HOMO and LUMO (alpha / beta)	7.511 / 7.509	eV
LUMO energy (alpha / beta)	-0.102 / -0.102	Ha
DFT total energy	-32927.5118	eV